Arrangement one

Computed, not measured: a 2-piece molecular cluster, C4H6N4 overall, with ωB97M-V/def2-TZVPD.

The HOMO energy is -0.29393 Ha. As for the net charge: 0. As for the multiplicity: 1.

Positions of all 14 atoms, in Å:
N (1.167, -1.958, -0.012)
N (0.433, -0.821, -0.146)
N (0.594, 1.381, -1.142)
N (0.274, 2.234, 0.036)
C (-1.437, 0.476, 0.615)
C (0.807, 0.128, -1.102)
C (-0.954, -0.726, 0.473)
C (-0.825, 1.788, 0.654)
H (1.684, -1.761, 1.125)
H (-2.529, 0.771, 0.771)
H (2.174, -2.276, -1.068)
H (1.231, -0.147, -2.164)
H (-1.575, 2.641, 1.168)
H (-1.046, -1.730, 0.793)


Arrangement two

Computed, not measured: one molecule with the formula C4H6N4, with ωB97M-V/def2-TZVPD.

The HOMO energy is -0.31291 Ha. As for the net charge: 0. As for the multiplicity: 1.

Positions of all 14 atoms, in Å:
N (-1.409, -0.875, -0.361)
N (2.511, -0.175, -0.135)
N (-2.529, -0.193, -0.047)
N (2.049, -1.535, 0.097)
C (1.740, 0.912, -0.356)
C (0.722, -1.474, -0.044)
C (-0.197, -0.308, -0.023)
C (0.167, 1.106, 0.133)
H (2.529, 1.805, -0.285)
H (-2.473, 0.787, 0.429)
H (-3.337, -0.856, -0.128)
H (-0.390, 1.561, -0.647)
H (0.420, -2.421, 0.212)
H (0.196, 1.666, 1.156)


Arrangement three

Computed, not measured: one molecule with the formula C4H6N4, with ωB97M-V/def2-TZVPD.

The HOMO energy is -0.28784 Ha. As for the net charge: 0. As for the multiplicity: 1.

Positions of all 14 atoms, in Å:
N (0.459, -0.100, -0.347)
N (1.594, -0.267, -0.957)
N (-0.416, 1.264, -1.932)
N (1.151, -1.009, 1.792)
C (0.239, -0.635, 0.987)
C (-1.633, 0.411, 0.180)
C (-1.191, -0.356, 1.138)
C (-0.561, 0.710, -0.778)
H (-1.815, -0.640, 1.989)
H (2.215, 0.728, -1.258)
H (2.251, -0.910, -0.246)
H (-2.714, 0.726, 0.154)
H (0.787, -1.318, 2.777)
H (-1.356, 1.416, -2.478)


Arrangement four

Computed, not measured: one molecule with the formula C4H6N4, with ωB97M-V/def2-TZVPD.

The HOMO energy is -0.33110 Ha. As for the net charge: 0. As for the multiplicity: 1.

Positions of all 14 atoms, in Å:
N (0.827, 2.358, 0.570)
N (-0.814, 1.091, 1.676)
N (0.078, 0.176, -0.378)
N (0.050, -1.561, 1.159)
C (-0.503, -2.202, -2.436)
C (-0.241, -1.814, -1.263)
C (0.072, 1.218, 0.693)
C (0.070, -1.207, 0.002)
H (-0.870, 1.889, 2.299)
H (-0.657, -2.418, -3.517)
H (0.174, -2.658, 1.177)
H (0.790, 2.588, 1.596)
H (-0.611, 0.181, -1.424)
H (1.634, 2.358, -0.155)


Pick arrangement three: it beats the second-best structure by 1.520 eV.